# C27H46O21

A 7-piece molecular cluster, C27H46O21 overall at a distorted geometry (wB97M-V/def2-TZVPD, the OMol25 dataset).

The molar mass is 706.6 u. Its gap between HOMO and LUMO is 10.260 eV. The SMILES is C[C@H]1COC(=O)O1.C[C@H]1COC(=O)O1.C[C@H]1COC(=O)O1.C[C@H]1COC(=O)O1.CCOC(=O)OC.CCOC(=O)OC.COC(=O)OC. Its total energy is -2636.380110 Eh. The charge is 0.

Atoms and positions in Å:
C (-2.437001, -1.960090, -1.490150)
C (-3.827863, -2.387934, -1.036499)
C (-4.569686, -1.210878, -0.389258)
O (-5.647298, -0.954967, -1.320120)
C (-5.598948, -1.742229, -2.341703)
O (-6.286110, -1.710339, -3.347004)
O (-4.592236, -2.592803, -2.220145)
H (-2.404845, -0.982668, -1.971523)
H (-1.977567, -2.476954, -2.332692)
H (-1.633925, -1.841074, -0.762814)
H (-3.791215, -3.184758, -0.293639)
H (-3.909755, -0.352620, -0.262819)
H (-4.740065, -1.511973, 0.644389)
C (1.979743, -0.714299, 0.186182)
C (1.209356, 0.630044, 0.377651)
C (0.970382, 1.434573, -0.910513)
O (-0.201535, 2.095819, -0.613444)
C (-0.851439, 1.373460, 0.269981)
O (-2.052948, 1.395560, 0.610238)
O (-0.106020, 0.361461, 0.702614)
H (2.021957, -1.130981, 1.192511)
H (2.927555, -0.633695, -0.346045)
H (1.394660, -1.311417, -0.513260)
H (1.553416, 1.260633, 1.197457)
H (0.846375, 0.806428, -1.792639)
H (1.722562, 2.221071, -0.971693)
C (1.799205, -2.179437, 5.201298)
C (2.488429, -0.956743, 4.639851)
C (3.192153, -0.142245, 5.713226)
O (4.510347, -0.719580, 5.700065)
C (4.719484, -1.163167, 4.496994)
O (5.846636, -1.465452, 4.096695)
O (3.478826, -1.400251, 3.856107)
H (2.405774, -3.021528, 5.534570)
H (0.989893, -2.560974, 4.578764)
H (1.292927, -2.039252, 6.156355)
H (1.831875, -0.306727, 4.061478)
H (2.645362, -0.170708, 6.655724)
H (3.395438, 0.873621, 5.374414)
C (-0.993489, 1.459996, 4.604587)
C (-2.493702, 1.708076, 5.078649)
C (-3.446454, 1.744111, 3.941692)
O (-4.357619, 0.642412, 4.282207)
C (-3.977599, 0.061095, 5.421989)
O (-4.657159, -0.869231, 5.821495)
O (-2.837561, 0.544149, 5.827018)
H (-0.544846, 2.376139, 4.220552)
H (-0.961167, 0.622822, 3.907318)
H (-0.443370, 1.198003, 5.508377)
H (-2.574919, 2.566183, 5.745849)
H (-2.918401, 1.558659, 3.006349)
H (-3.935691, 2.718143, 3.942693)
C (-6.617053, 2.272803, -2.329141)
O (-5.441851, 1.774527, -2.891674)
C (-4.294741, 2.439917, -2.682116)
O (-4.073666, 3.614557, -2.163405)
O (-3.377010, 1.737965, -3.291726)
C (-2.122560, 2.258739, -3.718809)
H (-6.457514, 2.466012, -1.268331)
H (-7.352283, 1.476481, -2.444917)
H (-6.860136, 3.203773, -2.841295)
H (-1.954962, 1.938338, -4.747079)
H (-1.257199, 1.801859, -3.238689)
H (-2.180951, 3.347168, -3.720473)
C (3.759297, 4.658246, -1.471691)
C (3.291495, 4.685954, -2.949713)
O (4.253746, 4.149403, -3.919040)
C (4.329831, 2.925187, -4.182900)
O (3.610828, 2.055693, -3.705449)
O (5.347767, 2.745545, -5.052209)
C (5.716646, 1.432125, -5.372306)
H (3.797470, 3.677655, -0.997255)
H (3.071930, 5.296600, -0.916600)
H (4.785305, 5.003569, -1.344506)
H (3.146910, 5.688681, -3.351894)
H (2.276327, 4.329596, -3.124484)
H (5.833952, 0.809922, -4.485060)
H (6.644312, 1.460883, -5.943893)
H (4.920329, 0.987826, -5.969451)
C (2.797315, -4.477647, 1.079155)
C (2.682884, -4.135626, -0.393653)
O (1.313440, -4.192697, -0.936022)
C (1.185324, -4.172494, -2.237059)
O (2.049805, -3.913004, -3.100469)
O (-0.000396, -4.416581, -2.481976)
C (-0.506516, -4.317603, -3.777155)
H (2.582453, -5.506762, 1.366997)
H (2.429015, -3.621816, 1.644848)
H (3.877739, -4.555129, 1.200686)
H (3.375155, -4.760450, -0.957981)
H (3.049928, -3.129896, -0.598346)
H (-1.593801, -4.290526, -3.705271)
H (-0.314487, -5.263996, -4.282689)
H (-0.176001, -3.442281, -4.336340)

Forces on atoms 1 to 6 (eV/Å):
1.355 0.719 -0.930
1.098 1.728 -0.384
1.166 -0.254 0.062
-0.509 1.833 3.027
-0.694 -0.736 -3.383
0.606 0.201 1.930

---

# C27H47FN3O31S7

A 8-piece molecular cluster, C27H47FN3O31S7 overall at a distorted geometry (wB97M-V/def2-TZVPD, the OMol25 dataset).

The molar mass is 1153.1 u. Its gap between HOMO and LUMO is 9.186 eV. Its total energy is -6440.483335 Eh. The charge is +1.

Atoms and positions in Å:
C (0.229171, -0.687669, -0.182986)
C (-0.250943, 0.468851, -0.583717)
N (-0.353755, 1.582386, 0.330053)
C (-1.203813, 1.492354, 1.339846)
N (-1.127358, 2.638979, 1.975008)
C (-2.018485, 2.833481, 3.146175)
C (-3.495180, 2.578265, 2.820942)
O (-4.004154, 1.606511, 3.344330)
N (-4.230516, 3.445575, 2.025872)
C (-3.502164, 3.933733, 0.832117)
C (-5.474587, 2.790860, 1.564679)
C (-0.221435, 3.482614, 1.403354)
C (0.069746, 4.858415, 1.884025)
C (1.593128, 5.138486, 1.883497)
O (2.055877, 5.663589, 3.102315)
C (0.256714, 2.786619, 0.345358)
C (1.239136, 3.215797, -0.673676)
C (2.649926, 2.815911, -0.328877)
O (2.920688, 2.063313, 0.573416)
F (3.609402, 3.335948, -1.084395)
H (0.928012, -0.700870, 0.639568)
H (-0.127970, -1.571847, -0.679604)
H (-0.619034, 0.639656, -1.581317)
H (-1.826910, 0.647470, 1.540831)
H (-1.842483, 3.786455, 3.625581)
H (-1.728017, 2.088201, 3.872134)
H (-3.150689, 3.092826, 0.228299)
H (-4.139458, 4.577686, 0.249627)
H (-2.609304, 4.472356, 1.129754)
H (-5.292970, 1.774449, 1.227199)
H (-6.191380, 2.825183, 2.372801)
H (-5.881099, 3.334624, 0.724402)
H (-0.484195, 5.594641, 1.309956)
H (-0.277998, 4.932725, 2.910069)
H (2.101307, 4.191719, 1.760141)
H (1.874842, 5.798108, 1.062598)
H (1.803795, 6.589937, 3.146676)
H (0.979539, 2.743192, -1.623115)
H (1.127416, 4.281580, -0.840597)
C (5.179998, 1.727257, 2.939417)
C (6.082768, 1.863069, 1.733204)
O (7.394061, 1.582935, 2.236818)
S (7.296672, 0.503814, 3.419304)
O (7.557660, -0.785334, 2.886218)
O (7.989718, 1.002643, 4.543251)
O (5.716724, 0.618662, 3.670450)
H (5.225225, 2.613996, 3.575800)
H (4.149522, 1.530009, 2.663643)
H (6.050240, 2.855774, 1.293248)
H (5.842299, 1.119024, 0.970159)
C (9.790178, -3.391354, 2.884233)
C (8.517263, -3.606471, 2.097463)
O (8.827705, -4.681168, 1.199215)
S (9.866208, -5.683705, 1.901347)
O (9.149218, -6.772092, 2.456189)
O (10.959945, -5.875561, 1.024993)
O (10.308359, -4.711761, 3.098184)
H (10.523371, -2.821760, 2.309740)
H (9.613014, -2.897440, 3.834901)
H (8.216062, -2.725068, 1.543521)
H (7.698306, -3.927454, 2.745033)
C (2.759726, 3.211715, -4.822801)
C (2.893028, 1.974559, -3.962126)
O (1.547875, 1.687320, -3.540843)
S (0.522322, 2.116580, -4.698091)
O (0.187396, 0.974799, -5.460953)
O (-0.463982, 2.950209, -4.111067)
O (1.533873, 3.015324, -5.549222)
H (2.652985, 4.112992, -4.215439)
H (3.592468, 3.335606, -5.508582)
H (3.529340, 2.131061, -3.098548)
H (3.261621, 1.121933, -4.534735)
C (-0.099189, -5.533109, 0.924965)
C (0.378527, -6.346415, -0.258943)
O (-0.339974, -5.797931, -1.379572)
S (-0.574978, -4.239917, -1.152342)
O (0.424414, -3.512160, -1.846893)
O (-1.952205, -3.948592, -1.325766)
O (-0.230952, -4.193576, 0.411008)
H (-1.079433, -5.865408, 1.270565)
H (0.601916, -5.550180, 1.754095)
H (0.163496, -7.405372, -0.155086)
H (1.446121, -6.207477, -0.437255)
C (-5.581031, -5.555872, -1.146628)
C (-5.227420, -4.237486, -0.492839)
O (-6.484648, -3.698327, -0.069558)
S (-7.468053, -4.896160, 0.346943)
O (-7.394724, -5.037508, 1.756465)
O (-8.694168, -4.732139, -0.333358)
O (-6.633895, -6.087223, -0.326063)
H (-5.966379, -5.412561, -2.157526)
H (-4.741939, -6.245085, -1.174190)
H (-4.733031, -3.547436, -1.169666)
H (-4.602652, -4.388800, 0.391127)
C (-6.419505, -1.756311, 3.511077)
C (-5.871420, -3.116794, 3.881205)
O (-4.852376, -2.836427, 4.854041)
S (-5.270250, -1.548631, 5.714369)
O (-5.861242, -1.971915, 6.927019)
O (-4.190374, -0.630378, 5.686188)
O (-6.433544, -1.022909, 4.742157)
H (-5.760930, -1.235624, 2.810870)
H (-7.420766, -1.812413, 3.093252)
H (-5.450186, -3.643182, 3.030890)
H (-6.633670, -3.740230, 4.350296)
C (-1.854705, 2.970973, -7.472630)
C (-1.450850, 1.636462, -8.069350)
O (-2.562270, 1.264449, -8.893223)
S (-3.239847, 2.579573, -9.512954)
O (-2.739335, 2.786675, -10.819891)
O (-4.626216, 2.539318, -9.235234)
O (-2.538885, 3.644423, -8.533464)
H (-2.549217, 2.842838, -6.639073)
H (-1.002294, 3.561625, -7.145141)
H (-1.268296, 0.879040, -7.318111)
H (-0.569578, 1.735900, -8.708007)

Forces on atoms 1 to 6 (eV/Å):
-0.086 0.187 0.267
-0.004 0.464 -0.417
0.302 -1.645 -0.864
0.719 0.270 -0.569
-1.591 0.143 2.151
0.338 0.246 -0.084

---

# C27H47IrN5O4P2S5Sb

C27H47IrN5O4P2S5Sb as an isolated structure at a distorted geometry (wB97M-V/def2-TZVPD, the OMol25 dataset).

The molar mass is 1042.0 u. Its gap between HOMO and LUMO is 5.233 eV. Its relative energy (zero: lowest compared OMol25 entry of this formula, charge and spin) is 33.9 kcal per mole. Its total energy is -4650.144065 Eh. The charge is 0.

Atoms and positions in Å:
Ir (0.183485, 0.105580, -1.234027)
C (2.503885, 3.979780, 2.718273)
N (1.588385, 3.377880, 1.769273)
C (1.654685, 3.992080, 0.453873)
P (1.412785, 1.715380, 1.774573)
O (0.345485, 1.241080, 0.894673)
O (2.904885, 1.125580, 1.420273)
P (3.372385, 0.467180, 0.001373)
O (2.483885, 0.859680, -1.104327)
N (4.936785, 0.921280, -0.209027)
C (5.903585, 0.604480, 0.814173)
C (5.310985, 1.965880, -1.137727)
N (3.514085, -1.160020, 0.385673)
C (3.693785, -1.948720, -0.823427)
C (2.596485, -1.767520, 1.330073)
N (1.226985, 1.142580, 3.320073)
C (-0.117115, 1.117980, 3.850573)
C (2.271285, 0.988880, 4.304473)
H (2.240085, 5.033280, 2.836373)
H (3.550285, 3.916980, 2.393073)
H (2.405285, 3.487680, 3.681673)
H (1.459685, 5.061280, 0.545173)
H (0.892885, 3.546080, -0.185127)
H (2.635785, 3.857080, -0.016627)
H (5.514685, -0.215520, 1.410373)
H (6.106185, 1.461080, 1.463373)
H (6.837985, 0.287780, 0.347773)
H (4.557885, 2.039680, -1.920227)
H (6.262485, 1.705980, -1.605627)
H (5.414785, 2.936480, -0.642127)
H (4.406885, -1.438420, -1.469627)
H (2.757585, -2.072720, -1.377627)
H (4.084385, -2.929220, -0.549427)
H (2.453685, -1.101520, 2.176873)
H (3.036485, -2.703620, 1.680173)
H (1.621285, -1.974020, 0.880973)
H (-0.808615, 1.182680, 3.015473)
H (-0.296215, 1.949180, 4.541773)
H (-0.287315, 0.177880, 4.382073)
H (3.242285, 1.057880, 3.822373)
H (2.178485, 0.004380, 4.774573)
H (2.204985, 1.746980, 5.093373)
S (3.368385, 1.986980, -4.220427)
Sb (1.168885, 1.329780, -4.052227)
S (0.937885, -0.960220, -3.331327)
S (-0.109315, 2.339180, -2.295327)
S (-0.050115, 1.500780, -6.008027)
O (-2.130415, -0.053220, -1.342227)
S (-3.084815, 0.408880, -2.380827)
C (-4.322015, 1.425280, -1.436127)
C (-3.594615, 2.445580, -0.632527)
C (-3.210415, 2.151580, 0.670673)
C (-2.572215, 3.108780, 1.439173)
C (-2.303215, 4.359380, 0.909673)
C (-2.660015, 4.644780, -0.397827)
C (-3.292715, 3.690080, -1.171027)
C (-4.168815, -1.107020, -2.634527)
C (-4.629715, -1.625720, -1.322127)
C (-3.709115, -2.167820, -0.428427)
C (-4.100615, -2.544720, 0.844173)
C (-5.420415, -2.403220, 1.237873)
C (-6.347815, -1.889320, 0.346173)
C (-5.955915, -1.490720, -0.919027)
H (-4.881915, 0.748980, -0.793627)
H (-4.963015, 1.876180, -2.189627)
H (-3.423215, 1.172180, 1.077973)
H (-2.291015, 2.886880, 2.458573)
H (-1.812215, 5.108680, 1.513973)
H (-2.447115, 5.615280, -0.818927)
H (-3.560915, 3.909380, -2.194827)
H (-3.498415, -1.793220, -3.150627)
H (-4.984615, -0.809520, -3.291127)
H (-2.677915, -2.265520, -0.722627)
H (-3.369215, -2.944220, 1.531373)
H (-5.729015, -2.699720, 2.230073)
H (-7.381915, -1.786420, 0.637373)
H (-6.689215, -1.082120, -1.599727)
C (-1.571215, -5.077120, -0.831427)
C (-0.298915, -4.398820, -1.356627)
C (0.947785, -5.139320, -0.850127)
C (-0.300115, -4.374520, -2.892127)
C (-0.225915, -3.042520, -0.859727)
N (-0.104315, -1.962320, -0.467227)
H (-1.566415, -6.129820, -1.104727)
H (-2.458915, -4.616720, -1.256927)
H (-1.634115, -5.002220, 0.251173)
H (0.893385, -6.180720, -1.158927)
H (1.014285, -5.099620, 0.234373)
H (1.847985, -4.697520, -1.268427)
H (-0.175115, -5.387820, -3.272327)
H (0.507785, -3.751120, -3.270227)
H (-1.238015, -3.972120, -3.268527)

Forces on atoms 1 to 6 (eV/Å):
-0.118 1.759 -1.137
0.024 -0.025 0.219
-0.185 -1.070 0.128
-0.245 0.018 -0.431
1.226 0.558 1.073
-0.848 -0.431 -0.915

---

> The highest gap between HOMO and LUMO belongs to which entry?

C27H46O21